2 unconnected molecules or ions with the total composition C6H15ClNO2 at a distorted geometry, computed with ωB97M-V/def2-TZVPD.

- <S²>: 0.759
- Gap between HOMO and LUMO (alpha / beta): 10.9 / 4.8 eV
- HOMO energy (alpha / beta): -10.1 / -8.7 eV
- Spin multiplicity: 2
- Calculated total energy: -24569.115 eV
- Largest force on an atom: 2.858 eV Å⁻¹

XYZ file:
```
25
Properties=species:S:1:pos:R:3:forces:R:3
Cl -6.78867 16.74334 -24.18375 0.37 0.44 -0.32
C -8.16680 22.05963 -26.05244 -0.58 0.68 0.73
O -6.79445 21.82844 -26.13094 0.16 -1.04 -0.13
C -6.61044 20.41299 -26.05914 0.34 0.76 -0.59
C -5.14642 20.14652 -26.11519 0.22 -1.55 0.10
N -4.94709 18.66787 -26.19894 2.29 1.70 -0.13
C -3.52581 18.26678 -25.84785 -1.87 -0.40 -0.66
C -2.38496 18.86640 -26.72342 -0.41 0.10 2.11
O -2.08933 20.14751 -26.13703 -0.22 0.36 -0.29
C -1.05798 20.92210 -26.74160 -0.25 -0.19 -0.46
H -8.51621 21.67785 -25.09315 -0.36 -0.08 0.15
H -8.74530 21.57382 -26.83821 0.07 -0.03 -0.27
H -8.35593 23.13310 -26.04906 0.10 -0.03 -0.22
H -7.00680 19.94466 -26.96007 -0.55 -0.09 -0.05
H -7.08585 19.97359 -25.18221 -0.08 0.07 0.22
H -4.59337 20.54201 -25.26324 0.02 0.17 0.01
H -4.77024 20.59221 -27.03603 0.29 0.05 0.07
H -5.65809 18.11777 -25.73854 -0.57 -0.72 0.28
H -3.53817 17.17818 -25.90173 0.24 -0.08 -0.32
H -3.45270 18.46138 -24.77785 0.78 0.45 -0.01
H -2.60800 18.84143 -27.79006 -0.21 0.48 -0.07
H -1.54817 18.19058 -26.54695 0.33 -0.02 -0.15
H -0.92646 21.93488 -26.36072 -0.60 -0.24 1.01
H -1.33520 21.16381 -27.76768 0.39 -0.63 -0.49
H -0.09411 20.43212 -26.60389 0.10 -0.16 -0.52
```
Forces are in eV/Å.

C5H5N in the gas phase at a distorted geometry, computed with ωB97M-V/def2-TZVPD.

- Gap between HOMO and LUMO (alpha / beta): 7.4 / 7.4 eV
- HOMO energy (alpha / beta): -8.6 / -8.6 eV
- Spin multiplicity: 1
- Calculated total energy: -6750.818 eV
- Largest force on an atom: 1.081 eV Å⁻¹

XYZ file:
```
11
Properties=species:S:1:pos:R:3:forces:R:3
C 1.38498 -0.19442 1.07765 0.08 0.00 0.02
C -0.09313 -0.37674 0.96649 -0.01 0.03 -0.05
C -0.76381 -0.28415 -0.23817 0.11 -0.17 -0.29
C -0.86574 -0.43425 -1.52650 -0.01 0.10 0.34
C -1.34045 0.46341 -2.48123 -0.30 0.58 -0.67
N -1.71162 1.15190 -3.34637 0.35 -0.63 0.80
H 1.67224 0.85533 0.94780 -0.06 -0.14 0.02
H 1.87958 -0.76298 0.28077 -0.09 0.08 0.07
H 1.74462 -0.52180 2.05566 -0.04 0.05 -0.11
H -1.22707 0.60369 0.38827 -0.06 0.09 0.02
H -0.67960 -0.49998 1.87563 0.04 0.03 -0.16
```
Forces are in eV/Å.

A gas-phase ion, C6H11N2O (charge +1) at a distorted geometry, computed with ωB97M-V/def2-TZVPD.

- Gap between HOMO and LUMO: 8.1 eV
- HOMO energy: -11.9 eV
- SMILES: C\C(N)=[NH+]/C=C\C=C\O
- Charge: +1
- Spin multiplicity: 1
- Calculated total energy: -11419.768 eV
- Largest force on an atom: 3.838 eV Å⁻¹

XYZ file:
```
20
Properties=species:S:1:pos:R:3:forces:R:3
C 1.28009 1.62514 -0.39757 -1.42 0.76 -0.71
C 2.32757 0.85006 0.12948 2.36 -1.35 1.03
C -0.04070 1.40616 -0.37545 -0.03 -0.68 -0.98
C 2.41506 -0.44027 0.57868 0.20 1.38 0.62
C -1.61403 -0.49695 -0.01770 0.81 2.84 -0.88
C -2.60577 0.02158 -1.00487 -3.20 -1.69 0.37
N -1.85408 -1.62532 0.56927 1.40 -2.00 2.96
N -0.54688 0.25850 0.26134 0.85 -2.65 1.74
O 3.72721 -0.65182 1.02470 -1.86 -1.57 -0.15
H 1.57231 2.50441 -0.94709 0.09 0.19 -0.06
H 3.37454 1.31434 0.17466 -1.80 -0.44 -0.24
H -0.73918 1.83433 -1.07836 0.21 0.74 0.47
H -2.93743 -0.80311 -1.76685 0.73 1.50 1.47
H -2.23400 0.85998 -1.52934 0.12 0.66 -0.56
H -3.60132 0.34464 -0.41449 2.26 -0.68 -1.28
H -1.31543 -2.02411 1.40938 -0.97 1.10 -1.94
H -2.76080 -2.00973 0.47018 -0.78 -0.50 -0.25
H 1.52415 -1.18685 0.75771 2.52 1.01 -0.49
H 0.15729 -0.19056 0.93718 -1.56 1.19 -1.11
H 3.87141 -1.59040 1.21913 0.05 0.20 -0.01
```
Forces are in eV/Å.

A molecular structure, C20H19CeIN2 at a distorted geometry, computed with ωB97M-V/def2-TZVPD.

- Gap between HOMO and LUMO (alpha / beta): 5.6 / 5.6 eV
- HOMO energy (alpha / beta): -14.3 / -14.3 eV
- Charge: +2
- Spin multiplicity: 1
- Calculated total energy: -45040.863 eV
- Largest force on an atom: 2.468 eV Å⁻¹

XYZ file:
```
43
Properties=species:S:1:pos:R:3:forces:R:3
C 2.42105 2.98225 -0.40631 0.43 0.01 0.54
C 3.38361 1.86693 -0.77072 0.77 -0.14 -0.23
H 1.85997 3.37549 -1.26938 0.08 0.31 0.11
H 3.02797 3.78972 0.00162 -0.26 0.23 -0.12
H 1.74342 2.75544 0.44052 0.10 0.12 -0.10
H 3.01471 1.09549 -1.48187 0.31 0.13 -0.16
H 4.21648 2.35821 -1.28681 -0.03 -0.57 -0.04
H 3.75431 1.30803 0.09628 -0.03 0.30 -0.13
C -2.44068 1.43950 -1.78710 -0.17 0.16 0.08
C -3.74318 1.23099 -2.23427 0.32 -0.23 -0.20
C -3.99102 0.08957 -3.01649 0.19 0.44 0.27
C -2.96536 -0.82644 -3.25751 0.96 0.20 0.40
H -2.11633 2.31538 -1.19382 -0.84 -0.60 -0.73
H -4.50508 1.97075 -1.97306 0.20 -0.40 -0.29
H -4.97238 -0.08081 -3.44763 0.08 0.01 0.12
H -3.10865 -1.71483 -3.87159 -0.22 0.34 0.24
N -1.44973 0.55394 -1.99200 -0.14 -0.44 -0.29
C -1.69799 -0.59298 -2.69183 -0.65 0.78 -0.01
C -0.56723 -1.53573 -2.74657 0.93 -0.60 -0.21
N 0.59458 -1.13726 -2.13354 -0.54 -0.67 0.12
C 1.58038 -2.05549 -1.97159 -0.49 -0.06 -0.53
C 0.33818 -3.73739 -3.19947 0.35 0.51 0.26
C 1.48779 -3.36329 -2.48196 -0.09 0.40 0.07
H 2.45223 -1.69234 -1.41400 -0.23 -0.41 -0.29
H 2.31561 -4.05984 -2.32816 -0.34 0.27 -0.03
C -0.68388 -2.80038 -3.34212 0.18 0.58 0.40
H -1.58433 -3.02555 -3.89992 0.13 -0.20 0.15
H 0.22162 -4.73339 -3.63368 0.19 0.35 0.18
Ce 0.70109 1.12571 -0.93137 -1.82 -0.82 1.45
I -0.85938 3.15617 0.73668 0.51 -0.34 -0.14
C 1.02014 -0.01137 0.90465 -0.38 0.58 -0.75
C 0.43214 0.07275 2.00191 0.59 -0.53 -0.73
C 0.11636 -0.04017 3.35615 -0.49 0.28 0.37
C -1.01823 0.54285 3.95763 0.09 0.14 0.49
C -1.08164 0.58451 5.35316 0.22 0.13 -0.03
C -0.03028 0.06995 6.13699 -0.08 -0.34 -0.54
C 1.02574 -0.61627 5.50886 -0.02 0.05 0.19
C 1.10552 -0.67834 4.12521 0.24 0.20 0.46
H -1.80143 0.99902 3.34171 0.37 -0.21 0.29
H -1.92244 1.07070 5.85104 0.22 -0.17 -0.24
H -0.04339 0.17257 7.23140 -0.06 -0.09 -0.62
H 1.81139 -1.08521 6.10122 -0.24 0.18 -0.09
H 1.95834 -1.13881 3.61772 -0.35 0.11 0.30
```
Forces are in eV/Å.

2 unconnected molecules or ions with the total composition C2H7N3O at a distorted geometry, computed with ωB97M-V/def2-TZVPD.

- Gap between HOMO and LUMO (alpha / beta): 9.0 / 9.0 eV
- HOMO energy (alpha / beta): -8.3 / -8.3 eV
- SMILES: C=[NH+][O-].[H]/N=C\N
- Spin multiplicity: 1
- Calculated total energy: -8702.157 eV
- Largest force on an atom: 3.350 eV Å⁻¹

XYZ file:
```
13
Properties=species:S:1:pos:R:3:forces:R:3
C 1.23059 -0.60944 -0.38901 0.33 -0.41 -1.84
C -1.94531 1.11249 0.11807 -2.66 1.30 -1.56
N 0.50773 -0.68583 0.63449 0.11 -0.36 1.16
N -2.02992 -0.16658 0.16214 -1.32 1.20 -1.18
N 2.61795 -0.33856 -0.37909 -1.46 -0.32 0.03
O -2.87988 -0.89935 -0.36464 -1.14 -0.99 -0.45
H -2.67902 1.82218 -0.41167 1.11 -1.66 0.97
H -1.11954 1.45489 0.61022 1.96 1.26 1.10
H 0.70805 -0.87392 -1.43777 1.53 0.83 2.29
H 0.98004 -0.50021 1.53269 0.00 -0.03 -0.62
H -1.21721 -0.59413 0.54729 1.19 -0.93 0.86
H 2.88414 0.25375 -1.13479 0.43 0.21 -0.58
H 2.94237 0.02469 0.51207 -0.09 -0.09 -0.19
```
Forces are in eV/Å.

11 unconnected molecules or ions with the total composition C31H81Cl3O30S10 at a distorted geometry, computed with ωB97M-V/def2-TZVPD.

- Gap between HOMO and LUMO: 10.9 eV
- HOMO energy: -10.8 eV
- SMILES: CCOS(C)(=O)=O.CCOS(C)(=O)=O.CCOS(C)(=O)=O.CCOS(C)(=O)=O.CCOS(C)(=O)=O.CCOS(C)(=O)=O.CCOS(C)(=O)=O.CCOS(C)(=O)=O.CCOS(C)(=O)=O.CCOS(C)(=O)=O.ClC(Cl)Cl
- Spin multiplicity: 1
- Calculated total energy: -240799.023 eV
- Largest force on an atom: 3.658 eV Å⁻¹

XYZ file:
```
155
Properties=species:S:1:pos:R:3:forces:R:3
O 5.06165 -3.85907 0.33321 0.48 0.18 -0.26
S 4.28722 -5.05967 0.37644 -0.10 0.64 -0.70
O 2.90597 -4.89374 0.70549 -0.51 -0.09 1.24
O 4.24775 -5.82354 -0.97174 0.58 -0.40 -1.75
C 3.70644 -5.11159 -2.17781 -0.28 -1.48 0.40
C 2.94920 -6.06671 -3.09182 -0.61 -1.25 2.08
C 5.12473 -6.23896 1.38177 -1.31 1.81 2.39
H 4.51455 -4.61462 -2.64420 0.91 0.48 -0.36
H 2.95678 -4.43650 -1.84162 -0.28 0.96 0.45
H 2.57585 -5.51814 -3.92568 0.16 0.23 -0.97
H 2.04929 -6.32412 -2.50997 0.01 0.02 -0.19
H 3.35837 -7.07432 -3.29996 0.46 0.97 -0.32
H 5.31184 -5.64593 2.34532 -0.33 -0.86 -1.26
H 6.04260 -6.65528 1.08602 0.99 -0.23 -1.04
H 4.37222 -6.96942 1.57950 -0.27 -0.80 0.26
O 3.36255 4.27123 6.01830 -0.14 0.73 0.03
S 2.49656 3.14623 6.01675 1.27 -0.56 -1.09
O 1.71091 2.86219 4.83003 0.22 -0.45 1.40
O 3.50462 1.94781 6.32955 -0.21 2.05 -0.43
C 3.20564 0.64853 5.92769 0.28 -1.42 -0.02
C 4.36542 0.00982 5.18740 0.99 -1.28 0.71
C 1.49086 3.13092 7.42043 -1.06 -0.42 -0.87
H 2.21573 0.54469 5.47449 0.34 0.20 -0.48
H 3.14837 0.14760 6.85324 -0.32 -1.09 1.18
H 4.46899 0.33027 4.16268 0.36 0.59 -0.19
H 4.09620 -1.05667 5.07840 0.14 0.27 0.19
H 5.38341 -0.00449 5.78018 -2.09 0.47 -1.20
H 0.68818 3.82358 7.12618 0.23 0.10 0.80
H 2.10393 3.34708 8.28117 -0.18 0.30 0.24
H 1.05053 2.12917 7.43878 -0.01 0.09 0.29
O -1.16953 0.72066 6.48827 0.51 0.74 -0.08
S -1.03521 0.59564 5.06205 1.13 -0.54 0.10
O 0.14743 -0.05992 4.56035 0.00 0.58 0.10
O -2.25009 -0.19228 4.55535 -0.61 -0.84 -0.79
C -3.04767 -0.95225 5.48149 -0.01 -1.25 0.54
C -3.05942 -2.44189 5.09136 -0.31 1.20 -0.27
C -1.38236 2.10168 4.24007 1.91 0.75 0.81
H -4.00337 -0.50309 5.34511 -0.99 0.02 0.22
H -2.68888 -0.77739 6.50121 -0.14 -0.06 -0.33
H -2.09190 -2.90726 5.15669 0.47 -0.07 0.05
H -3.40966 -2.48236 4.07017 0.05 -0.27 -0.39
H -3.76597 -3.01340 5.67822 -0.16 0.06 0.37
H -1.34392 2.05396 3.16023 0.22 -0.34 -0.08
H -0.64477 2.84971 4.64741 -0.86 -0.65 -0.57
H -2.36900 2.29688 4.55058 -1.16 0.71 0.35
O 4.52074 -1.87622 -7.90673 0.15 0.25 0.10
S 4.06018 -1.74346 -6.56498 -1.73 -1.43 0.69
O 3.69354 -2.93531 -5.81146 0.36 0.97 -0.69
O 5.12250 -0.94258 -5.74279 0.68 0.42 -0.09
C 5.34730 -1.20294 -4.34951 0.20 -1.16 0.73
C 5.04206 -0.01615 -3.47385 -0.55 0.33 -0.96
C 2.72087 -0.55766 -6.44714 0.36 -1.37 -1.48
H 6.39818 -1.51799 -4.29940 -0.21 0.28 0.17
H 4.75972 -2.07651 -4.00860 0.10 0.43 -0.49
H 4.97278 -0.32672 -2.45905 0.47 -0.24 0.83
H 4.05728 0.41363 -3.67380 -0.02 -0.14 -0.25
H 5.76556 0.76605 -3.60031 0.42 0.40 0.10
H 1.79726 -0.99349 -6.91199 0.80 0.53 0.79
H 3.11536 0.27441 -7.00108 -0.18 0.55 -0.35
H 2.73164 -0.32831 -5.41097 -0.85 0.16 0.93
O -2.19702 4.69299 2.95854 -0.79 -1.73 -0.73
S -1.32075 5.65734 3.50009 -1.10 1.11 0.18
O -1.50521 6.09201 4.82686 -0.48 0.65 1.39
O 0.13000 5.19052 3.50564 1.37 -0.69 -0.48
C 0.69033 4.54801 2.33439 -0.04 -1.60 0.99
C 2.16909 4.59612 2.56289 -1.35 2.26 0.72
C -1.38335 6.99075 2.40548 1.66 2.37 -0.12
H 0.30856 5.02290 1.46465 -0.18 0.51 -0.91
H 0.38513 3.46111 2.33279 -0.02 1.10 -0.03
H 2.30430 4.01289 3.41295 0.69 -1.00 1.00
H 2.46996 5.61527 2.88529 0.13 -0.47 -0.89
H 2.62264 4.17172 1.73667 1.49 -0.46 -1.66
H -1.13436 6.73346 1.38360 -0.25 -0.38 -0.11
H -0.64921 7.78495 2.71955 -0.50 -0.91 -0.05
H -2.33416 7.50095 2.44299 -0.50 -0.40 0.05
O -2.03837 0.94911 -3.16711 0.58 -0.37 -1.04
S -1.44790 1.13927 -4.47847 -0.22 0.89 1.50
O -0.91644 0.05573 -5.24941 0.03 -0.35 0.06
O -2.65977 1.76251 -5.30329 0.55 0.30 1.09
C -2.36087 2.27594 -6.59194 0.96 -0.92 -1.34
C -2.90006 1.33716 -7.66321 -0.37 0.44 -0.08
C -0.08680 2.36987 -4.28958 -1.59 -1.69 -0.65
H -1.25203 2.36886 -6.71672 -0.91 0.17 0.07
H -2.83606 3.24079 -6.67384 0.01 0.35 0.10
H -2.79593 1.84493 -8.61183 0.35 0.01 -0.46
H -3.97841 1.23395 -7.56599 -0.11 -0.20 0.32
H -2.44035 0.34853 -7.71091 0.10 0.24 0.21
H 0.54660 1.84138 -3.58566 0.35 -0.05 -0.09
H -0.53280 3.22826 -3.83805 -0.09 0.77 0.02
H 0.31593 2.46295 -5.29430 0.38 0.35 0.29
O -6.97656 1.12046 0.53427 -1.03 0.55 -0.33
S -5.79560 0.56599 1.06890 1.53 -1.29 0.60
O -5.81799 -0.25970 2.25747 -0.30 0.56 -0.65
O -5.06752 -0.25441 -0.11476 -0.50 0.60 0.76
C -4.88708 -1.65408 0.16246 -0.41 -0.35 -0.62
C -5.07104 -2.40739 -1.15149 1.20 -0.06 -0.05
C -4.58383 1.78775 1.30721 -0.12 1.34 -0.88
H -5.63630 -1.96159 0.86932 -0.53 -0.25 0.08
H -3.96226 -1.78298 0.73133 0.34 -0.19 -0.76
H -6.01668 -2.36563 -1.65525 -1.01 0.27 0.58
H -4.84459 -3.43582 -0.95474 0.02 -0.80 0.11
H -4.41758 -2.12856 -1.97419 0.67 0.41 0.30
H -3.73089 1.35409 1.79451 0.40 -0.24 0.03
H -5.00097 2.58210 1.91541 -0.15 0.00 0.30
H -4.35542 2.26307 0.32922 0.03 -0.50 0.60
O -2.24552 -4.34950 2.29559 -1.94 -1.13 1.35
S -1.12837 -3.76731 1.69313 0.16 0.73 -1.37
O -1.36431 -2.56682 0.92096 0.53 -0.01 0.56
O -0.05905 -3.56345 2.78763 0.16 0.54 0.73
C 0.88949 -2.43823 2.71298 0.80 -2.02 0.24
C 1.97401 -2.74631 3.75425 -0.54 -0.58 -1.39
C -0.38744 -4.93662 0.61790 -1.20 0.45 1.46
H 0.43706 -1.52970 3.00246 -0.96 0.74 -0.02
H 1.20499 -2.46034 1.69539 0.64 0.49 -0.72
H 1.40524 -3.21934 4.56136 0.64 0.06 0.19
H 2.25433 -1.75000 4.01540 0.85 0.42 0.73
H 2.83290 -3.36671 3.36724 -1.04 0.62 0.51
H 0.43618 -4.39088 0.31852 1.96 0.67 -1.44
H -1.17251 -5.05105 -0.09991 -0.02 -0.58 -0.76
H -0.07719 -5.79305 1.18507 -0.14 -0.54 0.02
O 0.35263 0.38696 -1.10677 -0.19 0.03 0.36
S 0.76291 -0.79446 -1.80016 -0.91 -1.52 1.47
O 1.40752 -0.61656 -3.03798 0.97 0.44 -2.22
O 1.77859 -1.68757 -0.89720 -1.13 0.38 0.17
C 2.99624 -1.03165 -0.43840 -0.25 -0.31 0.67
C 2.72964 0.10802 0.58830 0.53 -0.49 -2.19
C -0.58560 -2.02019 -1.95241 1.71 0.16 -0.17
H 3.57774 -0.88567 -1.33909 -0.01 1.11 -0.04
H 3.57409 -1.82016 0.03808 -0.38 -0.28 0.33
H 3.63794 0.35206 1.05708 1.37 -0.13 0.99
H 1.99521 -0.18590 1.29895 -0.60 -0.21 0.51
H 2.48131 1.03923 0.11823 -0.72 0.31 -0.37
H -1.33768 -1.67385 -2.65221 -0.14 0.67 0.26
H -0.92847 -2.19220 -0.91788 -0.01 -0.26 -0.77
H -0.09029 -2.85251 -2.50201 -0.30 0.19 0.89
O -1.92698 4.45764 -2.72600 0.92 0.49 -0.69
S -2.25496 4.46260 -1.34186 -1.58 1.52 2.93
O -2.12824 5.62939 -0.46299 0.47 -1.58 -1.73
O -3.80494 4.14723 -1.24535 -0.25 -0.71 -0.29
C -4.36811 3.26005 -2.29806 -0.96 0.49 0.32
C -5.90792 3.49733 -2.28974 -0.29 -0.16 -0.29
C -1.48740 3.07484 -0.58162 0.29 0.55 -0.49
H -4.08312 2.22830 -2.08748 -0.15 -0.01 0.15
H -3.85051 3.56393 -3.19561 -0.40 -0.07 -0.47
H -6.35168 3.27449 -1.31660 0.32 -0.28 0.07
H -6.53272 2.90892 -3.03022 1.26 0.44 0.63
H -6.16434 4.55262 -2.44261 0.41 -0.12 -0.22
H -1.81030 2.87555 0.41677 -0.65 0.13 0.54
H -0.44559 3.34612 -0.51324 0.50 -0.16 -0.26
H -1.65772 2.25722 -1.25528 0.18 -0.65 -0.19
C -1.69948 -2.89045 -5.92086 1.27 0.91 -0.11
Cl -3.22052 -3.65267 -5.72102 -0.86 -0.31 -0.04
Cl -1.39045 -2.39625 -7.64731 -0.27 -0.19 0.95
Cl -0.38309 -3.96686 -5.39755 -0.01 0.08 -0.04
H -1.63896 -1.99151 -5.27676 -0.05 -0.49 -0.78
```
Forces are in eV/Å.